No. 1
9
Properties=species:S:1:pos:R:3:mulliken_spin:R:1 method="wB97M-V/def2-TZVPD" homo_lumo_gap_ha="0.1931 / 0.2415" s_squared=2.008 lumo_energy_ev="-1.153 / -3.888" multiplicity=3 e_homo_ev="-6.41 / -10.46"
O -2.450 0.089 -0.791 0.189
H 2.197 0.455 1.582 0.000
O 0.240 0.821 -0.174 0.201
O -0.043 -1.360 -1.428 0.080
S 1.706 0.974 -0.662 0.756
O 2.529 0.991 0.867 0.088
N -1.752 -0.458 0.035 0.194
C -0.494 -0.675 -0.592 0.285
O -1.933 -0.837 1.163 0.205

=====

No. 2
5
Properties=species:S:1:pos:R:3:mulliken_charge:R:1 method="wB97M-V/def2-TZVPD" homo_lumo_gap_ha="0.2591 / 0.3727" de_lowest_kcal_mol=125.7 lumo_energy_ev="-2.895 / 0.056" multiplicity=1 e_homo_ev="-9.95 / -10.08"
N -0.240 -0.596 0.623 -0.178
C 0.512 -0.330 -0.406 0.654
S 0.430 0.247 -1.915 -0.263
H -1.995 1.421 1.072 0.019
O 1.292 -0.742 0.625 -0.232

=====

No. 3
6
Properties=species:S:1:pos:R:3:mulliken_charge:R:1 method="wB97M-V/def2-TZVPD" homo_lumo_gap_ha=0.3043 de_lowest_kcal_mol=5.7 lumo_energy_ev=-1.862 smiles="O=COP=S" multiplicity=1 e_homo_ev=-10.14
H 1.794 -1.723 0.533 0.249
O 1.554 0.180 1.065 -0.299
C 1.028 -0.894 0.624 0.252
S 3.868 -0.379 -0.790 -0.195
P 3.088 0.829 0.434 0.422
O -0.130 -1.106 0.486 -0.429

=====

No. 4
6
Properties=species:S:1:pos:R:3:mulliken_charge:R:1 method="wB97M-V/def2-TZVPD" homo_lumo_gap_ha="0.1819 / 0.1824" de_lowest_kcal_mol=78.1 charge=-1 lumo_energy_ev="1.913 / 1.919" multiplicity=1 e_homo_ev="-3.04 / -3.04"
O 1.633 -2.411 0.581 -0.549
S -2.551 0.786 0.052 -0.833
H -2.188 2.013 -0.554 -0.033
O 1.064 1.091 0.530 -0.305
C 0.910 0.056 -0.079 0.506
S 1.132 -1.534 -0.531 0.214

=====

No. 5
6
Properties=species:S:1:pos:R:3:mulliken_charge:R:1 method="wB97M-V/def2-TZVPD" homo_lumo_gap_ha=0.2749 de_lowest_kcal_mol=15.1 charge=-1 lumo_energy_ev=3.768 smiles="[O-]C(=S)SO" multiplicity=1 e_homo_ev=-3.71
C 0.275 0.158 0.949 0.340
S 1.530 -0.095 2.015 -0.511
O -0.873 0.408 0.986 -0.529
O -0.664 -0.406 -1.675 -0.507
S 0.816 -0.539 -0.832 -0.108
H -1.084 0.473 -1.443 0.314

=====

No. 6
6
Properties=species:S:1:pos:R:3:mulliken_charge:R:1 method="wB97M-V/def2-TZVPD" homo_lumo_gap_ha=0.3190 de_lowest_kcal_mol=0.0 charge=-1 lumo_energy_ev=4.432 smiles="O=C([O-])OO" multiplicity=1 e_homo_ev=-4.25
C -0.918 0.393 -0.076 0.681
O -2.064 0.045 -0.082 -0.587
O 0.115 -0.998 -0.151 -0.380
H 1.578 -0.146 0.628 0.279
O 1.520 -0.695 -0.124 -0.369
O -0.231 1.401 -0.196 -0.624